This record from OMol25 describes a structure of composition C42H33F4N9O4P2SSeZr. The level of theory is ωB97M-V with the def2-TZVPD basis set.

The geometry in XYZ format:
```
97
C42H33F4N9O4P2SSeZr | OMol25 | ωB97M-V with the def2-TZVPD basis set
Zr -0.34 1.12 1.62
C 4.91 -3.68 5.89
S 4.33 -4.47 4.37
C 5.05 -3.34 3.17
C 4.26 -2.05 2.97
C 2.90 -2.36 2.35
N 2.03 -1.18 2.16
P 2.03 -0.13 0.82
C 3.68 0.60 0.75
C 4.69 0.16 -0.10
C 5.97 0.68 0.01
C 6.26 1.64 0.97
C 5.26 2.08 1.83
C 3.98 1.57 1.72
C 1.84 -1.12 -0.67
C 2.18 -0.56 -1.91
C 1.94 -1.26 -3.07
C 1.35 -2.52 -3.02
C 0.99 -3.07 -1.80
C 1.22 -2.37 -0.63
P 0.96 -0.58 3.31
C 1.67 -0.69 4.95
C 1.33 -1.74 5.80
C 1.89 -1.80 7.07
C 2.78 -0.82 7.49
C 3.11 0.23 6.64
C 2.55 0.30 5.38
C -0.57 -1.51 3.32
C -1.67 -0.74 3.74
C -2.96 -1.23 3.63
C -3.16 -2.48 3.07
C -2.08 -3.25 2.65
C -0.79 -2.77 2.76
H 4.52 -4.27 6.72
H 4.55 -2.66 5.98
H 6.00 -3.70 5.93
H 5.12 -3.89 2.23
H 6.08 -3.11 3.47
H 4.82 -1.36 2.33
H 4.11 -1.55 3.93
H 2.37 -3.07 2.98
H 3.04 -2.84 1.37
H 4.49 -0.61 -0.84
H 6.75 0.32 -0.65
H 7.26 2.03 1.06
H 5.48 2.81 2.60
H 3.20 1.89 2.41
H 2.62 0.43 -1.96
H 2.20 -0.83 -4.03
H 1.16 -3.07 -3.93
H 0.51 -4.04 -1.76
H 0.91 -2.78 0.32
H 0.63 -2.51 5.48
H 1.63 -2.62 7.73
H 3.21 -0.87 8.48
H 3.80 1.00 6.98
H 2.81 1.13 4.72
H -1.50 0.22 4.23
H -3.81 -0.64 3.98
H -4.17 -2.86 2.97
H -2.25 -4.23 2.22
H 0.05 -3.37 2.43
N 3.47 6.68 2.19
C 2.89 5.58 1.74
N 3.06 5.20 0.48
N 2.16 4.89 2.63
C 1.45 3.88 2.34
N 0.75 2.95 2.19
H 4.04 7.27 1.61
H 3.29 6.97 3.14
H 3.61 5.74 -0.17
H 2.68 4.32 0.15
O -0.57 1.78 -0.27
Se -1.60 0.51 -0.85
O -1.02 -0.15 -2.16
O -1.26 -0.38 0.58
O -3.12 1.02 -0.79
F -7.41 1.89 0.72
C -6.58 2.52 -0.09
C -7.03 2.98 -1.27
F -8.29 2.80 -1.58
C -6.17 3.68 -2.22
C -4.79 3.83 -1.79
C -4.35 3.36 -0.61
F -3.07 3.54 -0.28
C -5.21 2.67 0.32
C -4.75 2.17 1.51
C -3.38 2.21 1.87
N -2.29 2.09 2.20
C -5.53 1.45 2.47
N -6.05 0.88 3.33
F -3.94 4.44 -2.58
C -6.62 4.15 -3.41
C -7.97 4.02 -3.86
N -9.06 3.97 -4.22
C -5.78 4.85 -4.35
N -5.15 5.45 -5.10
```

The spin multiplicity is 1. As for the HOMO energy (alpha / beta): -12.384 / -12.384 eV. The value obtained for the energy above the lowest of the compared OMol25 structures with the same formula, charge and spin is 4.97 kcal/mol. The calculation puts the frontier orbital gap (alpha / beta) at 4.99 / 4.99 eV. As for the molecular weight: 1067.976 g mol⁻¹. As for the charge: +2.


This record from OMol25 describes a structure of composition C42H35N6O4PRe in a non-equilibrium geometry. The level of theory is ωB97M-V with the def2-TZVPD basis set.

The geometry in XYZ format:
```
89
C42H35N6O4PRe | OMol25 | ωB97M-V with the def2-TZVPD basis set
Re 0.22 -0.03 0.03
N -2.81 1.26 -2.80
C -1.92 0.55 -2.15
N -1.29 0.98 -1.07
C -1.61 2.28 -0.55
N -1.02 2.74 0.49
N -0.07 1.81 0.93
C 0.46 1.95 2.09
C 1.45 0.94 2.49
C 2.15 1.03 3.66
C 3.01 -0.01 4.00
C 3.14 -1.10 3.16
C 2.43 -1.11 1.97
N 1.60 -0.11 1.63
C -2.61 3.07 -1.25
C -3.00 4.34 -0.81
C -3.94 5.06 -1.52
C -4.51 4.51 -2.67
C -4.15 3.25 -3.11
C -3.20 2.55 -2.39
H -3.24 0.84 -3.61
H -1.69 -0.43 -2.54
H 0.19 2.78 2.73
H 2.00 1.88 4.31
H 3.56 0.02 4.94
H 3.78 -1.94 3.40
H 2.50 -1.94 1.27
H -2.54 4.75 0.09
H -4.24 6.04 -1.18
H -5.26 5.07 -3.23
H -4.61 2.82 -4.00
C 3.54 -2.09 -0.99
C 4.26 -0.83 -1.45
C 5.64 -0.89 -1.59
C 6.38 0.21 -2.01
C 5.73 1.40 -2.30
C 4.36 1.49 -2.18
C 3.61 0.38 -1.75
P 1.78 0.43 -1.82
C 1.32 2.13 -2.31
C 1.60 3.06 -1.29
C 1.25 4.39 -1.41
C 0.59 4.81 -2.56
C 0.31 3.90 -3.57
C 0.67 2.55 -3.48
C 0.38 1.67 -4.69
C 1.33 -0.82 -3.02
C 1.96 -0.93 -4.26
C 1.52 -1.88 -5.17
C 0.46 -2.72 -4.83
C -0.12 -2.64 -3.57
C 0.33 -1.70 -2.64
C -0.18 -1.71 -1.21
H 3.55 -2.86 -1.77
H 2.50 -1.92 -0.73
H 4.04 -2.51 -0.12
H 6.15 -1.82 -1.36
H 7.45 0.13 -2.11
H 6.30 2.27 -2.62
H 3.87 2.42 -2.43
H 2.11 2.73 -0.40
H 1.48 5.09 -0.62
H 0.30 5.85 -2.68
H -0.19 4.24 -4.47
H -0.34 2.17 -5.34
H 0.00 0.69 -4.43
H 1.28 1.50 -5.28
H 2.79 -0.27 -4.52
H 2.00 -1.97 -6.14
H 0.11 -3.47 -5.54
H -0.91 -3.34 -3.29
H 0.35 -2.49 -0.63
H -1.24 -1.98 -1.14
O -1.12 0.06 3.23
C -1.30 -0.95 2.58
O -1.00 -1.06 1.26
C -1.82 -2.20 3.20
C -2.60 -2.13 4.35
C -3.08 -3.29 4.93
C -2.77 -4.53 4.39
C -1.98 -4.56 3.26
C -1.51 -3.43 2.65
N -1.61 -5.89 2.68
O -2.06 -6.88 3.21
O -0.86 -5.90 1.71
H -2.83 -1.16 4.78
H -3.70 -3.24 5.82
H -3.12 -5.45 4.82
H -0.91 -3.51 1.76
```

The spin multiplicity is 2. As for the HOMO energy (alpha / beta): -13.696 / -13.620 eV. The value obtained for the energy above the lowest of the compared OMol25 structures with the same formula, charge and spin is 0.00 kcal/mol. The calculation puts the frontier orbital gap (alpha / beta) at 6.36 / 6.36 eV. As for the molecular weight: 904.961 g mol⁻¹. Its expectation value of S² is 0.759. As for the charge: +2.


This record from OMol25 describes a structure of composition C42H36BrN10O5RbSe in a non-equilibrium geometry. The level of theory is ωB97M-V with the def2-TZVPD basis set.

The geometry in XYZ format:
```
96
C42H36BrN10O5RbSe | OMol25 | ωB97M-V with the def2-TZVPD basis set
Rb 0.99 -0.61 1.77
O 0.37 -2.26 3.82
N -0.68 -2.98 3.69
N -1.32 -2.91 2.58
O -1.01 -2.20 1.56
C -2.44 -3.75 2.51
C -2.78 -4.61 3.56
C -3.89 -5.42 3.44
C -4.67 -5.40 2.29
C -4.33 -4.54 1.26
C -3.23 -3.73 1.37
H -2.17 -4.63 4.44
H -4.14 -6.09 4.26
H -5.54 -6.05 2.22
H -4.94 -4.51 0.36
H -2.94 -3.05 0.58
C -0.66 3.02 -3.83
N 0.03 2.26 -2.83
C -0.45 1.38 -1.93
N 0.54 0.83 -1.28
C 1.64 1.41 -1.81
N 1.37 2.27 -2.76
C -1.36 2.11 -4.82
C -2.44 2.58 -5.55
C -3.08 1.75 -6.46
C -2.66 0.45 -6.63
C -1.58 -0.04 -5.89
C -0.92 0.82 -5.00
C -1.16 -1.41 -5.99
N -1.69 -2.37 -6.71
N -1.02 -3.49 -6.45
C -0.09 -3.20 -5.58
O -0.11 -1.88 -5.25
C 0.88 -4.08 -4.99
C 0.80 -5.47 -5.18
C 1.71 -6.30 -4.57
C 2.73 -5.78 -3.78
C 2.84 -4.40 -3.61
C 3.92 -3.82 -2.74
N 3.41 -3.56 -1.41
C 2.61 -2.56 -1.00
N 2.33 -2.72 0.27
C 2.98 -3.85 0.60
N 3.64 -4.39 -0.39
C 1.91 -3.56 -4.20
H 0.11 3.62 -4.34
H -1.38 3.70 -3.36
H -1.49 1.17 -1.80
H 2.64 1.22 -1.46
H -2.80 3.59 -5.39
H -3.91 2.13 -7.04
H -3.15 -0.22 -7.32
H -0.09 0.44 -4.44
H 0.01 -5.86 -5.81
H 1.64 -7.37 -4.71
H 3.44 -6.43 -3.30
H 4.29 -2.88 -3.16
H 4.75 -4.53 -2.62
H 2.27 -1.75 -1.61
H 2.96 -4.27 1.59
H 1.97 -2.50 -4.05
Br 8.49 3.76 5.24
C 7.03 3.21 4.12
C 6.16 2.24 4.58
C 5.17 1.78 3.72
C 5.06 2.27 2.43
C 5.92 3.29 2.02
C 6.91 3.77 2.86
C 4.08 1.57 1.44
O 4.27 1.82 0.24
O 3.27 0.80 1.96
H 6.27 1.83 5.57
H 4.47 1.02 4.04
H 5.81 3.70 1.02
H 7.58 4.55 2.54
C -4.67 6.46 5.42
C -3.83 5.39 4.78
C -3.32 5.55 3.50
C -2.64 4.53 2.85
C -2.07 4.75 1.48
C -2.49 3.29 3.49
Se -1.89 1.80 2.49
C -2.87 3.16 4.84
C -2.57 1.93 5.64
C -3.55 4.21 5.45
H -4.79 7.31 4.75
H -4.23 6.81 6.35
H -5.66 6.06 5.65
H -3.46 6.49 2.98
H -2.31 5.74 1.11
H -2.45 4.00 0.80
H -0.99 4.63 1.52
H -1.90 1.27 5.10
H -3.49 1.38 5.87
H -2.11 2.21 6.59
H -3.88 4.09 6.47
```

The spin multiplicity is 1. As for the HOMO energy: -1.007 eV. The calculation puts the frontier orbital gap at 3.62 eV. As for the molecular weight: 1005.147 g mol⁻¹. As for the charge: -2.


Copy entry 1 word for word.
This record from OMol25 describes a structure of composition C42H33F4N9O4P2SSeZr. The level of theory is ωB97M-V with the def2-TZVPD basis set.

The geometry in XYZ format:
```
97
C42H33F4N9O4P2SSeZr | OMol25 | ωB97M-V with the def2-TZVPD basis set
Zr -0.34 1.12 1.62
C 4.91 -3.68 5.89
S 4.33 -4.47 4.37
C 5.05 -3.34 3.17
C 4.26 -2.05 2.97
C 2.90 -2.36 2.35
N 2.03 -1.18 2.16
P 2.03 -0.13 0.82
C 3.68 0.60 0.75
C 4.69 0.16 -0.10
C 5.97 0.68 0.01
C 6.26 1.64 0.97
C 5.26 2.08 1.83
C 3.98 1.57 1.72
C 1.84 -1.12 -0.67
C 2.18 -0.56 -1.91
C 1.94 -1.26 -3.07
C 1.35 -2.52 -3.02
C 0.99 -3.07 -1.80
C 1.22 -2.37 -0.63
P 0.96 -0.58 3.31
C 1.67 -0.69 4.95
C 1.33 -1.74 5.80
C 1.89 -1.80 7.07
C 2.78 -0.82 7.49
C 3.11 0.23 6.64
C 2.55 0.30 5.38
C -0.57 -1.51 3.32
C -1.67 -0.74 3.74
C -2.96 -1.23 3.63
C -3.16 -2.48 3.07
C -2.08 -3.25 2.65
C -0.79 -2.77 2.76
H 4.52 -4.27 6.72
H 4.55 -2.66 5.98
H 6.00 -3.70 5.93
H 5.12 -3.89 2.23
H 6.08 -3.11 3.47
H 4.82 -1.36 2.33
H 4.11 -1.55 3.93
H 2.37 -3.07 2.98
H 3.04 -2.84 1.37
H 4.49 -0.61 -0.84
H 6.75 0.32 -0.65
H 7.26 2.03 1.06
H 5.48 2.81 2.60
H 3.20 1.89 2.41
H 2.62 0.43 -1.96
H 2.20 -0.83 -4.03
H 1.16 -3.07 -3.93
H 0.51 -4.04 -1.76
H 0.91 -2.78 0.32
H 0.63 -2.51 5.48
H 1.63 -2.62 7.73
H 3.21 -0.87 8.48
H 3.80 1.00 6.98
H 2.81 1.13 4.72
H -1.50 0.22 4.23
H -3.81 -0.64 3.98
H -4.17 -2.86 2.97
H -2.25 -4.23 2.22
H 0.05 -3.37 2.43
N 3.47 6.68 2.19
C 2.89 5.58 1.74
N 3.06 5.20 0.48
N 2.16 4.89 2.63
C 1.45 3.88 2.34
N 0.75 2.95 2.19
H 4.04 7.27 1.61
H 3.29 6.97 3.14
H 3.61 5.74 -0.17
H 2.68 4.32 0.15
O -0.57 1.78 -0.27
Se -1.60 0.51 -0.85
O -1.02 -0.15 -2.16
O -1.26 -0.38 0.58
O -3.12 1.02 -0.79
F -7.41 1.89 0.72
C -6.58 2.52 -0.09
C -7.03 2.98 -1.27
F -8.29 2.80 -1.58
C -6.17 3.68 -2.22
C -4.79 3.83 -1.79
C -4.35 3.36 -0.61
F -3.07 3.54 -0.28
C -5.21 2.67 0.32
C -4.75 2.17 1.51
C -3.38 2.21 1.87
N -2.29 2.09 2.20
C -5.53 1.45 2.47
N -6.05 0.88 3.33
F -3.94 4.44 -2.58
C -6.62 4.15 -3.41
C -7.97 4.02 -3.86
N -9.06 3.97 -4.22
C -5.78 4.85 -4.35
N -5.15 5.45 -5.10
```

The spin multiplicity is 1. As for the HOMO energy (alpha / beta): -12.384 / -12.384 eV. The value obtained for the energy above the lowest of the compared OMol25 structures with the same formula, charge and spin is 4.97 kcal/mol. The calculation puts the frontier orbital gap (alpha / beta) at 4.99 / 4.99 eV. As for the molecular weight: 1067.976 g mol⁻¹. As for the charge: +2.


Repeat the third record exactly.
This record from OMol25 describes a structure of composition C42H36BrN10O5RbSe in a non-equilibrium geometry. The level of theory is ωB97M-V with the def2-TZVPD basis set.

The geometry in XYZ format:
```
96
C42H36BrN10O5RbSe | OMol25 | ωB97M-V with the def2-TZVPD basis set
Rb 0.99 -0.61 1.77
O 0.37 -2.26 3.82
N -0.68 -2.98 3.69
N -1.32 -2.91 2.58
O -1.01 -2.20 1.56
C -2.44 -3.75 2.51
C -2.78 -4.61 3.56
C -3.89 -5.42 3.44
C -4.67 -5.40 2.29
C -4.33 -4.54 1.26
C -3.23 -3.73 1.37
H -2.17 -4.63 4.44
H -4.14 -6.09 4.26
H -5.54 -6.05 2.22
H -4.94 -4.51 0.36
H -2.94 -3.05 0.58
C -0.66 3.02 -3.83
N 0.03 2.26 -2.83
C -0.45 1.38 -1.93
N 0.54 0.83 -1.28
C 1.64 1.41 -1.81
N 1.37 2.27 -2.76
C -1.36 2.11 -4.82
C -2.44 2.58 -5.55
C -3.08 1.75 -6.46
C -2.66 0.45 -6.63
C -1.58 -0.04 -5.89
C -0.92 0.82 -5.00
C -1.16 -1.41 -5.99
N -1.69 -2.37 -6.71
N -1.02 -3.49 -6.45
C -0.09 -3.20 -5.58
O -0.11 -1.88 -5.25
C 0.88 -4.08 -4.99
C 0.80 -5.47 -5.18
C 1.71 -6.30 -4.57
C 2.73 -5.78 -3.78
C 2.84 -4.40 -3.61
C 3.92 -3.82 -2.74
N 3.41 -3.56 -1.41
C 2.61 -2.56 -1.00
N 2.33 -2.72 0.27
C 2.98 -3.85 0.60
N 3.64 -4.39 -0.39
C 1.91 -3.56 -4.20
H 0.11 3.62 -4.34
H -1.38 3.70 -3.36
H -1.49 1.17 -1.80
H 2.64 1.22 -1.46
H -2.80 3.59 -5.39
H -3.91 2.13 -7.04
H -3.15 -0.22 -7.32
H -0.09 0.44 -4.44
H 0.01 -5.86 -5.81
H 1.64 -7.37 -4.71
H 3.44 -6.43 -3.30
H 4.29 -2.88 -3.16
H 4.75 -4.53 -2.62
H 2.27 -1.75 -1.61
H 2.96 -4.27 1.59
H 1.97 -2.50 -4.05
Br 8.49 3.76 5.24
C 7.03 3.21 4.12
C 6.16 2.24 4.58
C 5.17 1.78 3.72
C 5.06 2.27 2.43
C 5.92 3.29 2.02
C 6.91 3.77 2.86
C 4.08 1.57 1.44
O 4.27 1.82 0.24
O 3.27 0.80 1.96
H 6.27 1.83 5.57
H 4.47 1.02 4.04
H 5.81 3.70 1.02
H 7.58 4.55 2.54
C -4.67 6.46 5.42
C -3.83 5.39 4.78
C -3.32 5.55 3.50
C -2.64 4.53 2.85
C -2.07 4.75 1.48
C -2.49 3.29 3.49
Se -1.89 1.80 2.49
C -2.87 3.16 4.84
C -2.57 1.93 5.64
C -3.55 4.21 5.45
H -4.79 7.31 4.75
H -4.23 6.81 6.35
H -5.66 6.06 5.65
H -3.46 6.49 2.98
H -2.31 5.74 1.11
H -2.45 4.00 0.80
H -0.99 4.63 1.52
H -1.90 1.27 5.10
H -3.49 1.38 5.87
H -2.11 2.21 6.59
H -3.88 4.09 6.47
```

The spin multiplicity is 1. As for the HOMO energy: -1.007 eV. The calculation puts the frontier orbital gap at 3.62 eV. As for the molecular weight: 1005.147 g mol⁻¹. As for the charge: -2.